Density functional theory data (ωB97M-V with the def2-TZVPD basis set) for an isolated molecule of C3H6OS at a distorted geometry.

Kohn-Sham gap ... 9.27 eV
Energy above the lowest of the compared OMol25 structures with the same formula, charge and spin ... 52.9 kcal/mol
LUMO energy ... 0.36 eV
HOMO ... -8.91 eV
SMILES ... CCOC=S

```
! RIJCOSX wB97M-V def2-TZVPD def2/J DEFGRID3
* xyz 0 1
H -0.33 0.44 -1.49
O 0.27 -0.84 0.97
C 0.51 0.89 -0.83
H 0.26 1.98 -1.04
S -1.67 -1.72 -0.58
C 0.14 0.56 0.63
H 0.90 1.29 1.18
H -0.44 -2.70 1.20
C -0.47 -1.82 0.49
H -0.88 1.05 0.72
H 1.72 0.87 -1.24
*
```


Density functional theory data (ωB97M-V with the def2-TZVPD basis set) for C28H33MnN8O3S2 as an isolated structure.

Kohn-Sham gap (alpha / beta) ... 6.46 / 6.97 eV
Energy above the lowest of the compared OMol25 structures with the same formula, charge and spin ... 8.8 kcal/mol
LUMO energy (alpha / beta) ... 2.36 / 2.36 eV
HOMO (alpha / beta) ... -4.10 / -4.61 eV

```
! RIJCOSX wB97M-V def2-TZVPD def2/J DEFGRID3
* xyz -1 6
H -0.48 2.95 -4.51
S 2.99 -1.48 -1.10
H -1.98 1.08 -3.58
C 1.01 -0.93 2.63
H -2.57 3.04 1.78
H -1.81 3.72 -0.48
N -3.26 1.56 0.50
N -2.42 -0.54 0.33
C -1.28 0.97 -2.75
N 4.83 0.53 -0.64
C -4.51 1.08 -0.06
C -5.46 0.54 1.01
H -5.17 -3.97 0.64
C 3.68 3.76 -1.93
N 1.39 -0.49 3.86
H -4.28 0.29 -0.78
O 1.60 -0.55 1.64
C -2.20 0.69 0.64
H 3.96 4.51 -2.67
O 1.06 1.19 -2.13
H 2.01 0.29 3.87
C -3.24 -3.01 0.96
H -4.99 1.90 -0.59
C 4.01 1.68 -0.86
H 1.32 3.00 0.35
C -3.71 -5.42 1.06
C 4.45 -0.79 -0.72
H 5.29 2.40 -2.42
H -1.61 1.60 -1.92
C -3.24 2.94 0.93
H 0.42 0.72 -4.02
C 0.14 1.35 -3.15
H 5.00 -3.35 -1.15
H 0.82 -0.68 4.67
H -4.41 -6.25 0.95
H -1.30 -0.07 -2.41
H -3.68 -2.06 1.25
N -0.08 -3.46 4.74
H 6.67 1.57 -0.22
H -2.12 -6.73 1.79
C 2.57 3.93 -1.14
C 0.17 2.81 -3.64
H -0.56 -4.92 2.30
H -3.49 3.82 -1.05
C -4.13 -4.17 0.86
H 1.19 3.09 -3.91
H 6.68 -3.25 -0.58
S -0.68 1.38 1.22
H 1.94 4.81 -1.22
C -2.38 -5.71 1.56
N 5.60 -1.49 -0.45
N 2.94 1.81 -0.09
H -0.17 3.47 -2.84
C -1.83 -3.35 1.46
H -6.38 0.16 0.57
C 4.42 2.60 -1.80
H -2.91 4.95 0.19
H 5.33 -3.29 0.58
H -4.98 -0.26 1.57
Mn 0.89 0.13 -0.45
C -1.00 -2.16 1.68
C 6.18 0.62 -0.34
O -0.41 -1.41 -0.56
C 5.66 -2.93 -0.39
C -0.06 -1.97 2.63
H -5.72 1.33 1.72
C -0.07 -2.83 3.78
C 2.22 2.92 -0.25
C -1.51 -4.72 1.82
C -2.84 3.92 -0.17
H 7.64 -0.98 0.02
N -2.14 -2.93 0.03
C 6.65 -0.63 -0.22
H -4.25 3.19 1.29
C -1.41 -1.55 0.29
*
```


Look up the energy above the lowest of the compared OMol25 structures with the same formula, charge and spin of the second one. 8.8 kcal/mol